Below is a cluster of 11 separate species, C34H55F6NO16P in total in a non-equilibrium geometry, with properties calculated with ωB97M-V with the def2-TZVPD basis set.

Last column: Mulliken charge in e.
Cartesian coordinates (Å):
P -13.960490 -5.691370 10.191350  1.533
F -13.431440 -6.399010 8.804750  -0.448
F -14.831890 -4.374100 9.509650  -0.280
F -15.372870 -6.507210 10.049700  -0.572
F -14.486920 -5.218870 11.698400  -0.533
F -13.306850 -6.989340 10.935290  -0.701
F -12.527250 -4.919890 10.320580  -0.238
O -14.458360 -6.989340 4.187140  -0.673
C -14.960890 -6.939940 5.332030  0.101
O -15.055020 -8.059530 6.050140  -0.365
C -15.707030 -7.662700 7.197390  0.217
C -16.399900 -6.292270 6.949660  0.039
C -15.434130 -5.706770 6.089060  0.130
H -14.933550 -7.802810 7.952510  -0.050
H -16.542150 -8.329270 7.412710  0.135
H -16.710240 -5.710940 7.817910  -0.329
H -17.379950 -6.503660 6.521990  0.593
H -14.621290 -5.259230 6.660990  0.106
H -15.747510 -5.113100 5.230310  0.184
O -14.668850 -10.869320 10.709970  -0.511
C -14.064440 -10.844640 11.677410  0.212
O -14.532330 -11.446690 12.826860  -0.379
C -13.538970 -11.210600 13.847200  -0.462
C -12.294250 -10.715630 13.144980  -0.572
C -12.705090 -10.220880 11.813690  1.090
H -13.338650 -12.157270 14.348980  0.339
H -13.990020 -10.497640 14.537370  0.130
H -11.583150 -11.541730 13.141780  0.397
H -11.879900 -9.943020 13.792660  0.294
H -12.077570 -10.679820 11.049690  0.499
H -12.723870 -9.136730 11.702550  -0.956
O -17.652870 -9.260620 15.237920  -0.592
C -17.441730 -8.498500 14.378750  0.383
O -16.676650 -8.858700 13.343910  -0.524
C -16.302140 -7.637690 12.609120  2.648
C -17.499320 -6.676510 12.851070  -0.175
C -17.942850 -7.091250 14.248750  -0.512
H -16.195060 -7.976070 11.578520  -0.770
H -15.278210 -7.289780 12.745600  -1.608
H -18.328610 -6.682930 12.143730  0.082
H -17.080240 -5.680600 12.707370  0.455
H -19.023960 -7.199430 14.335840  0.350
H -17.430200 -6.435320 14.952330  0.229
O -9.052190 0.311010 7.592790  -0.644
C -9.559200 -0.839570 7.592370  0.465
O -9.213060 -1.750700 8.495100  -0.341
C -9.931340 -2.951410 8.495020  0.221
C -10.331870 -3.038640 6.966450  -0.236
C -10.516830 -1.588110 6.641710  -0.465
H -10.777510 -3.089610 9.168070  -0.119
H -9.221660 -3.717200 8.808100  0.109
H -11.287800 -3.549790 6.852300  0.115
H -9.547600 -3.396120 6.299180  0.345
H -11.486190 -1.360620 7.085230  0.171
H -10.509640 -1.391900 5.569540  0.394
O -18.864730 0.155020 8.114460  -0.589
C -18.125390 -0.565610 7.469770  0.388
O -17.150770 -1.342510 8.160690  -0.323
C -16.714820 -2.378320 7.265370  0.803
C -17.630510 -2.319170 5.975460  -0.659
C -18.237820 -0.899630 5.996770  -0.449
H -16.938420 -3.290540 7.818500  -0.658
H -15.659910 -2.394540 6.991490  0.275
H -18.346750 -3.095080 6.245780  0.287
H -17.072370 -2.468920 5.051260  0.383
H -19.282180 -0.721960 5.740160  0.339
H -17.549900 -0.186000 5.543350  0.255
O -21.491400 -8.608660 10.961180  -0.606
C -20.333350 -8.635700 10.546940  0.356
O -19.766900 -7.495050 9.923090  -0.454
C -18.413570 -7.769440 9.538890  0.615
C -18.076820 -9.230850 9.863110  -0.417
C -19.256830 -9.739260 10.711630  -0.228
H -17.693380 -7.176210 10.102370  -0.455
H -18.125510 -7.548010 8.511230  0.381
H -17.119250 -9.414970 10.350220  -0.196
H -18.048840 -9.825980 8.950350  0.693
H -19.037940 -9.662670 11.776670  -0.103
H -19.678170 -10.734700 10.571380  0.423
O -8.806020 -4.971450 11.224380  -0.700
C -9.230290 -6.127110 11.232600  0.606
O -9.860990 -6.558410 10.197990  -0.232
C -10.250570 -7.936180 10.376180  -0.105
C -10.076890 -8.155370 11.774350  0.573
C -9.042760 -7.165660 12.324610  -0.762
H -9.511870 -8.474270 9.782150  0.310
H -11.320230 -7.914180 10.167770  -0.086
H -9.959050 -9.175470 12.139870  0.616
H -10.970470 -7.776200 12.270180  -0.665
H -8.063220 -7.630650 12.213350  0.327
H -9.066260 -6.791970 13.348290  0.289
C -18.601880 -3.686010 10.389440  -0.327
O -19.618320 -4.653620 10.637090  -0.446
H -18.897100 -2.957830 9.633990  0.322
H -18.352220 -3.221100 11.343180  0.381
H -17.701000 -4.025540 9.878320  -0.229
H -19.398080 -5.295300 9.957870  0.206
C -11.132160 -3.193990 12.906370  -0.239
O -10.165690 -2.401290 12.261210  -0.539
H -10.816180 -4.167730 13.280640  0.078
H -11.420760 -2.563630 13.747470  0.283
H -11.915790 -3.464590 12.198710  0.164
H -9.835870 -3.036170 11.621100  0.289
N -13.001310 -5.675250 14.209290  0.569
C -13.235460 -6.953980 14.437330  0.687
C -12.879390 -7.214570 15.694120  -0.745
C -12.326590 -6.047590 16.262380  -0.712
C -12.497890 -5.040570 15.371360  -0.366
H -13.250010 -5.279750 13.313840  0.117
H -13.404750 -7.538800 13.545290  -0.135
H -12.939850 -8.208260 16.112850  0.548
H -12.000380 -6.012230 17.291330  0.500
H -12.336810 -3.981890 15.511470  0.450

Forces on atoms 1 to 2 (eV/Å):
-1.4 -0.1 -1.2
-0.6 1.6 0.4

Output
LUMO (alpha / beta) = -1.324 / -5.977 eV
Strongest force on any atom = 5.9 eV/Å
Orbital gap (alpha / beta) = 8.46 / 3.81 eV
Charge = 0
2S+1 = 2